DFT (ωB97M-V with the def2-TZVPD basis set) results for a cluster of 2 separate species, C2H9N2O in total in a non-equilibrium geometry.

Geometry as ORCA input:
```
! wB97M-V def2-TZVPD RIJCOSX def2/J DEFGRID3
* xyz -1 1
O -1.988 -0.912 0.506
N 1.483 1.456 -1.234
N 0.259 -0.678 -1.062
C 1.108 0.282 -0.361
C -1.443 -0.653 1.725
H -0.371 -0.883 1.457
H 0.537 1.912 -1.330
H -1.278 0.503 2.012
H -0.672 -0.763 -0.617
H 1.684 1.000 -2.140
H 0.010 -0.533 -1.998
H 0.528 0.556 0.517
H 2.083 -0.235 -0.163
H -1.942 -1.051 2.689
*
```

Output
- HOMO-LUMO gap: 6.829 eV
- Energy above the lowest of the compared OMol25 structures with the same formula, charge and spin: 148.93 kJ/mol
- E_LUMO: 4.44 eV
- Electronic energy: -266.28785 hartree

Results of the Mulliken charge analysis, in e, for atoms 1 through 4: -0.927 -0.710 -0.626 -0.088